(1)
A structure of composition C27H33BrFeN7SSbSe. Source: the OMol25 dataset; level of theory: wB97M-V/def2-TZVPD.

The maximum force is 0.07558 Eh/bohr. The molar mass comes out at 824.15 g/mol. The net charge is 0. For the HOMO-LUMO gap, the calculation gives 4.0 eV.

Last column: Mulliken charge in e.
Atoms and positions in Å:
Fe  0.0903  1.3206  -0.2742  -0.7802
C  -0.5206  2.4921  3.6688  -2.2057
C  -0.5591  2.2775  2.1885  1.3560
N  0.3957  1.5942  1.5497  2.0278
N  1.4566  1.1024  2.1853  -1.8066
C  2.2801  0.4256  1.4641  0.1066
N  3.4037  -0.1409  2.0072  -0.2966
S  1.9603  0.1068  -0.2499  -0.5172
C  -1.5679  2.7659  1.3493  0.4117
C  -2.6898  3.5098  1.7881  -1.1850
C  -3.6104  3.9500  0.8837  -0.5455
C  -3.4385  3.6420  -0.4794  -0.9525
C  -2.3408  2.8978  -0.8466  -0.2705
N  -1.4195  2.4811  0.0086  0.6653
H  0.4225  2.1193  4.0594  0.4423
H  -1.3372  1.9624  4.1585  0.3739
H  -0.6116  3.5522  3.9012  0.4026
H  3.7095  0.2756  2.8744  0.2484
H  4.1355  -0.3248  1.3384  0.2707
H  -2.8042  3.7040  2.8417  0.5051
H  -4.4638  4.5281  1.2006  0.4444
H  -4.1563  3.9574  -1.2178  0.4492
H  -2.1812  2.6102  -1.8760  0.4229
Br  -1.1724  -3.5030  -5.9178  -0.1999
C  -0.7822  -2.0313  -4.7726  0.0196
C  -0.2218  -0.8798  -5.3023  -0.7960
C  0.0489  0.1920  -4.4811  -0.6668
C  -0.2571  0.1576  -3.1032  -0.0312
C  -0.7897  -1.0425  -2.6019  0.9671
C  -1.0498  -2.1198  -3.4151  -0.8293
N  -0.0363  1.2087  -2.2571  0.6002
C  0.2409  2.4192  -2.7552  -1.0991
C  0.8020  3.3871  -1.9303  0.9845
C  1.1502  4.6870  -2.3788  -1.2349
C  1.7343  5.5689  -1.5163  -0.3342
C  1.9887  5.1562  -0.1984  -1.0503
C  1.6204  3.8820  0.1775  0.0980
N  1.0395  3.0079  -0.6358  0.8675
H  0.0097  -0.8226  -6.3570  0.4099
H  0.5243  1.0586  -4.9134  0.4027
H  -1.0171  -1.1058  -1.5538  -0.0728
H  -1.4696  -3.0251  -3.0036  0.5172
H  0.0302  2.6592  -3.7894  0.4698
H  0.9456  4.9476  -3.4060  0.4719
H  2.0081  6.5618  -1.8377  0.4464
H  2.4586  5.8217  0.5070  0.4457
H  1.8135  3.5439  1.1848  0.4094
C  2.2009  -5.2104  0.4627  -1.0376
C  1.7292  -4.0701  -0.4109  -0.8374
Sb  0.5301  -2.4990  0.5890  0.0646
C  1.3284  -2.5917  2.6447  -0.6263
C  0.6397  -3.5731  3.5715  -1.1965
C  -1.4075  -3.5700  0.8423  -0.7398
C  -1.3920  -5.0829  0.8625  -1.2566
H  2.8576  -5.8631  -0.1123  0.3949
H  1.3654  -5.8064  0.8167  0.1728
H  2.7582  -4.8482  1.3231  0.2363
H  1.1001  -4.4331  -1.2215  0.3945
H  2.5739  -3.5467  -0.8552  0.4905
H  1.2436  -1.5794  3.0355  0.3226
H  2.3885  -2.8209  2.5516  0.4816
H  -0.4148  -3.3296  3.6846  0.3070
H  1.0995  -3.5321  4.5604  0.4097
H  0.7277  -4.5952  3.2091  0.1967
H  -2.0257  -3.2178  0.0164  0.4528
H  -1.8333  -3.1771  1.7635  0.4651
H  -0.9472  -5.4912  -0.0429  0.2680
H  -2.4190  -5.4465  0.9194  0.4134
H  -0.8564  -5.4661  1.7278  0.1846
Se  -3.7907  -0.5377  1.0080  -0.1634
C  -2.1734  -0.2145  0.5629  0.2722
N  -1.0545  -0.0390  0.2238  -0.0323

Forces on the atoms, in the same order (eV/Å):
1.86 1.04 -0.82
0.02 0.06 -0.21
3.33 -1.81 0.88
-1.94 0.94 0.74
-0.27 0.81 2.44
0.47 -0.95 -3.06
-0.30 0.62 0.11
1.67 0.52 1.06
-2.13 0.99 -2.19
1.24 -0.70 0.26
-0.20 0.01 -1.36
-0.24 0.26 0.98
0.02 -0.03 -0.17
-0.86 0.55 1.68
-0.04 0.00 -0.01
-0.08 -0.03 0.02
-0.04 0.09 0.09
-0.01 -0.10 0.06
-0.08 -0.09 0.05
-0.02 0.04 0.12
-0.11 0.02 0.07
-0.06 0.02 -0.08
-0.08 -0.01 -0.06
0.09 0.27 0.21
-0.07 -0.19 0.04
-0.02 -0.10 -0.24
-0.05 0.22 0.54
-0.65 -1.82 -1.62
0.13 0.69 0.23
-0.03 -0.26 -0.53
0.99 3.53 0.22
-1.35 -3.38 -0.57
1.19 2.22 1.99
-0.54 -1.25 -0.22
0.36 0.08 0.93
-0.20 0.22 -0.88
0.23 -0.06 0.41
-0.22 0.26 -1.72
0.02 -0.03 0.01
0.09 0.03 -0.07
0.00 0.00 0.15
-0.03 -0.04 0.07
0.21 -0.04 -0.15
-0.02 0.07 -0.10
0.01 0.08 -0.05
0.05 0.00 0.10
-0.03 -0.10 0.08
0.14 -0.14 -0.24
-0.44 0.36 0.68
-0.52 -1.15 -0.14
-0.22 -0.22 -0.52
0.12 0.03 0.08
0.91 0.09 0.06
-0.26 0.01 0.05
0.14 -0.24 0.08
-0.07 -0.09 0.13
0.07 -0.02 0.15
-0.06 0.00 -0.16
0.03 0.11 -0.08
0.03 0.07 -0.04
0.11 0.06 -0.02
-0.11 -0.09 0.02
-0.05 -0.07 0.15
-0.06 -0.10 -0.01
-0.04 0.18 0.03
-0.16 0.13 0.01
0.10 -0.12 -0.04
-0.06 -0.24 0.00
0.09 -0.12 0.01
-2.13 -0.32 0.65
3.00 0.15 -0.89
-2.82 -0.91 0.61

=====

(2)
A structure of composition C27H33Cl3FeN7O9P2Se. Source: the OMol25 dataset; level of theory: wB97M-V/def2-TZVPD.

The maximum force is 0.01185 Eh/bohr. The molar mass comes out at 902.71 g/mol. The net charge is -1. For the HOMO-LUMO gap (spin up / spin down), the calculation gives 6.1 / 6.1 eV.

Last column: Mulliken charge in e.
Atoms and positions in Å:
Fe  0.9875  -0.2537  0.1552  0.6100
Cl  1.1375  -3.7875  6.5192  -0.2678
C  0.7879  -2.9048  5.0562  0.0348
C  -0.5462  -2.5747  4.7627  -0.5733
C  -0.8509  -1.9001  3.6190  0.4391
Cl  -2.5056  -1.5009  3.3017  -0.2354
C  0.1407  -1.5134  2.6478  -0.6587
O  -0.2008  -0.9422  1.5739  0.7096
C  1.4881  -1.8077  3.0307  1.0564
C  2.6079  -1.3909  2.2435  -0.6199
O  2.5982  -0.7673  1.1820  -0.2990
C  1.7839  -2.5139  4.2159  -1.0392
H  -1.3368  -2.8621  5.4426  0.4667
H  3.5946  -1.6437  2.6612  0.2184
H  2.8179  -2.7364  4.4517  0.4146
C  1.7829  3.4464  -1.9506  -0.6267
N  1.8952  3.4400  -0.4924  0.4871
C  3.2629  3.2308  -0.0075  -0.9730
P  0.7225  2.8889  0.5023  -0.0669
O  0.9153  1.5663  1.1483  -0.5860
O  -0.6265  2.9918  -0.3828  -0.1276
P  -1.3784  1.7125  -1.1023  -1.2220
O  -0.4893  0.5414  -1.0611  0.3842
N  -2.7988  1.5053  -0.3305  0.7047
C  -2.8644  0.6838  0.8735  -0.4687
C  -3.8459  2.5052  -0.4407  -1.0213
N  -1.7081  2.3049  -2.5821  0.9138
C  -1.6367  3.6876  -3.0026  -1.1403
C  -1.9908  1.3321  -3.6412  -0.9212
N  0.5433  4.0254  1.6829  0.2951
C  0.3392  5.4125  1.2991  -1.0528
C  -0.1682  3.6390  2.8966  -0.9145
H  2.5046  4.1673  -2.3403  0.4712
H  0.7901  3.7697  -2.2479  0.0835
H  1.9985  2.4639  -2.3714  0.0145
H  3.8963  4.0300  -0.3972  0.3847
H  3.6409  2.2612  -0.3369  0.1450
H  3.2822  3.2731  1.0813  0.3591
H  -2.1060  -0.0918  0.8474  -0.5239
H  -3.8477  0.2134  0.9196  0.4991
H  -2.7146  1.2838  1.7792  0.2720
H  -3.8221  2.9768  -1.4211  0.2920
H  -3.7510  3.2802  0.3302  0.2596
H  -4.8145  2.0178  -0.3201  0.3438
H  -1.4400  4.3432  -2.1571  0.2920
H  -2.5855  3.9867  -3.4598  0.3737
H  -0.8475  3.8298  -3.7480  0.3200
H  -2.1430  0.3329  -3.2341  0.0835
H  -1.1584  1.2838  -4.3474  0.3136
H  -2.8977  1.6264  -4.1744  0.3071
H  0.9354  5.6446  0.4191  0.2803
H  0.6572  6.0628  2.1165  0.3867
H  -0.7151  5.6245  1.0819  0.2633
H  0.0120  2.5886  3.1091  0.1598
H  -1.2483  3.8046  2.7999  0.2915
H  0.1969  4.2378  3.7333  0.3449
O  4.0495  -2.1966  -4.2256  -0.5971
C  3.4129  -3.2345  -3.6979  0.4579
O  3.5942  -4.3609  -4.0900  -0.6245
C  2.4623  -2.9383  -2.5931  -0.2678
C  1.6467  -3.8618  -1.9551  0.1929
Cl  1.4120  -5.5168  -2.2256  -0.1734
N  0.9547  -3.2238  -0.9888  0.3078
N  1.2638  -1.9193  -0.9807  0.9017
C  2.1649  -1.7325  -1.9289  -0.3849
C  2.6812  -0.3311  -2.0714  1.2831
O  3.5003  -0.0682  -2.9613  -0.9437
O  2.2092  0.4832  -1.2269  -0.0979
C  0.0161  -3.8084  -0.0723  -0.7655
C  -1.3356  -3.6903  -0.3322  0.7159
C  -2.2291  -4.2927  0.5424  -0.7133
C  -1.7612  -5.0151  1.6303  -0.5468
C  -0.3962  -5.1423  1.8608  -0.7240
C  0.5052  -4.5308  1.0044  0.0436
H  3.8207  -1.3316  -3.7725  0.4677
H  -1.6638  -3.1903  -1.2346  -0.5433
H  -3.2885  -4.2236  0.3320  0.5145
H  -2.4646  -5.4939  2.3006  0.4144
H  -0.0338  -5.7090  2.7092  0.4247
H  1.5736  -4.6178  1.1566  0.5088
Se  -2.0994  -2.5573  -3.7893  -0.3849
C  -3.6465  -3.0131  -2.9342  0.2934
N  -4.6289  -3.3091  -2.3897  -0.6966

Forces on the atoms, in the same order (eV/Å):
0.21 0.16 -0.02
0.01 -0.01 0.01
0.01 0.01 0.00
0.00 -0.04 -0.02
-0.02 -0.05 -0.01
-0.02 -0.04 -0.02
0.01 0.10 0.03
-0.08 -0.05 -0.10
0.02 -0.08 -0.05
-0.02 0.07 0.05
-0.10 -0.03 -0.09
-0.01 0.01 0.01
0.00 0.01 0.00
0.00 -0.02 -0.01
0.00 0.00 0.00
0.02 0.03 0.00
-0.08 0.02 -0.02
-0.02 0.00 -0.02
0.02 0.09 -0.02
-0.07 -0.11 -0.05
0.04 -0.17 -0.03
0.10 0.34 -0.02
-0.20 -0.54 0.20
0.01 -0.03 -0.02
0.01 0.00 -0.03
0.00 -0.02 0.01
0.17 0.01 -0.02
-0.06 0.00 -0.01
-0.06 0.02 0.01
0.02 -0.05 -0.03
0.01 0.00 0.01
0.01 0.00 0.02
0.00 0.01 0.01
0.04 -0.02 0.02
0.01 0.00 0.00
0.02 0.00 0.01
0.00 0.01 0.00
0.00 -0.01 0.00
0.02 0.00 -0.02
0.00 -0.02 0.01
-0.02 0.00 -0.01
0.00 0.00 0.00
-0.01 0.00 0.00
0.00 0.00 0.00
-0.01 -0.01 -0.02
-0.01 0.00 0.00
-0.02 0.00 -0.01
0.04 -0.05 -0.01
-0.01 0.00 0.00
-0.01 -0.01 0.00
0.00 0.00 0.00
0.00 0.00 0.00
0.00 0.00 0.00
0.00 0.01 0.00
0.00 -0.01 0.00
0.00 0.01 -0.01
-0.02 -0.50 -0.10
0.11 0.20 -0.18
0.00 -0.07 0.02
-0.11 -0.13 0.05
0.07 0.09 -0.05
0.03 0.03 0.00
-0.04 0.01 -0.01
-0.03 0.17 0.18
-0.01 -0.01 -0.07
-0.19 -0.09 0.22
0.04 0.27 -0.07
0.14 0.03 0.01
0.04 -0.01 -0.08
0.04 -0.07 0.07
-0.05 -0.05 -0.10
0.00 0.02 0.06
0.00 0.07 0.05
-0.01 0.05 0.04
0.01 0.20 0.11
-0.04 0.14 0.03
-0.01 0.03 0.02
0.00 0.01 0.00
0.00 0.00 0.00
0.01 0.01 0.00
0.03 0.06 -0.06
-0.01 0.02 -0.06
0.02 0.01 0.12

=====

(3)
A structure of composition C27H33EuN5O2S. Source: the OMol25 dataset; level of theory: wB97M-V/def2-TZVPD.

The maximum force is 0.02147 Eh/bohr. The multiplicity is 8. The molar mass comes out at 643.63 g/mol. The net charge is 0. For the HOMO-LUMO gap (spin up / spin down), the calculation gives 5.7 / 6.5 eV. As for the expectation value of S²: 15.7596.

Last column: Mulliken spin population.
Atoms and positions in Å:
Eu  0.4605  -0.7981  -1.9533  6.9607
C  -2.8529  -3.5738  -3.7791  -0.0020
C  -1.9137  -3.0451  -2.7137  0.0035
O  -0.9954  -2.2378  -3.1120  0.0106
C  -2.1005  -3.4710  -1.4118  0.0070
C  -1.3134  -3.1583  -0.2497  -0.0081
C  -1.7077  -3.8360  1.0366  -0.0011
N  -0.2997  -2.3460  -0.2817  -0.0072
N  0.3904  -2.1336  0.9285  0.0028
C  1.5627  -1.5924  0.7296  -0.0089
O  2.1456  -1.2600  -0.3719  0.0043
C  2.3598  -1.3681  1.9911  -0.0006
C  3.6379  -0.8266  1.8982  0.0000
C  4.3868  -0.5851  3.0399  -0.0002
C  3.8665  -0.8832  4.2889  0.0003
C  2.5928  -1.4296  4.3884  -0.0003
C  1.8455  -1.6710  3.2503  0.0000
H  -2.6013  -3.1145  -4.7336  -0.0001
H  -3.8943  -3.3548  -3.5441  0.0003
H  -2.7606  -4.6559  -3.8767  0.0004
H  -2.9155  -4.1627  -1.2455  -0.0001
H  -2.5599  -4.4936  0.8850  0.0001
H  -1.9546  -3.0915  1.7953  0.0003
H  -0.8712  -4.4084  1.4380  0.0002
H  4.0274  -0.5987  0.9152  -0.0006
H  5.3822  -0.1670  2.9521  0.0000
H  4.4503  -0.6992  5.1821  0.0000
H  2.1763  -1.6691  5.3585  0.0000
H  0.8523  -2.0914  3.3161  0.0002
N  2.5661  -0.8321  -3.7369  0.0067
C  3.0848  0.4612  -4.1876  0.0108
C  2.1472  1.2124  -5.1304  -0.0084
C  0.9437  1.9393  -4.5368  0.0063
N  -0.0841  1.0433  -4.0197  0.0089
H  3.2211  -1.2962  -3.1186  0.0014
H  2.3949  -1.4568  -4.5142  0.0023
H  4.0486  0.3523  -4.7006  -0.0009
H  3.2773  1.0738  -3.3008  -0.0029
H  1.8156  0.5393  -5.9297  0.0004
H  2.7510  1.9741  -5.6298  -0.0001
H  0.5598  2.6223  -5.3063  -0.0007
H  1.2875  2.5704  -3.7105  -0.0019
H  -0.4296  0.3994  -4.7214  0.0021
H  -0.8824  1.5372  -3.6437  0.0005
N  -0.5531  1.1482  -0.5772  0.0112
S  -1.3695  0.8305  0.7493  0.0015
C  -0.3467  1.2034  2.1757  -0.0007
C  -0.8808  1.0215  3.4470  0.0000
C  -0.0899  1.2665  4.5516  0.0001
C  1.2283  1.6827  4.3894  0.0000
C  1.7529  1.8426  3.1227  0.0004
C  0.9630  1.5999  2.0042  -0.0017
C  -2.6386  2.0700  0.9932  0.0015
C  -3.9484  1.6471  0.8320  -0.0005
C  -4.9859  2.5644  0.9502  0.0002
C  -4.7005  3.8919  1.2194  -0.0001
C  -3.3835  4.3098  1.3782  0.0002
C  -2.3491  3.4011  1.2690  -0.0007
H  -0.2521  2.1231  -0.5778  -0.0002
H  -1.9030  0.6874  3.5712  0.0001
H  -0.4912  1.1235  5.5456  0.0000
H  1.8473  1.8569  5.2584  0.0000
H  2.7875  2.1238  2.9883  0.0000
H  1.3817  1.6679  1.0076  0.0029
H  -4.1542  0.6075  0.6130  -0.0003
H  -6.0107  2.2416  0.8309  0.0000
H  -5.5046  4.6097  1.3124  0.0000
H  -3.1740  5.3482  1.5958  0.0000
H  -1.3226  3.7138  1.4166  0.0001

Forces on the atoms, in the same order (eV/Å):
0.07 0.64 -0.90
0.02 0.00 -0.13
0.29 0.19 0.12
-0.29 -0.22 -0.01
0.03 0.05 0.07
-0.03 -0.07 0.09
0.04 0.01 0.10
-0.07 -0.15 0.18
-0.26 -0.09 -0.42
0.54 -0.16 0.65
-0.20 -0.13 0.08
-0.09 0.07 -0.07
-0.07 -0.02 -0.05
0.08 0.02 0.00
0.01 -0.02 0.10
0.02 -0.02 0.03
-0.02 0.00 -0.07
-0.01 -0.01 0.00
-0.03 0.02 0.05
0.01 -0.03 0.01
-0.03 -0.01 -0.02
-0.02 -0.02 0.00
0.01 0.03 0.00
0.01 0.00 -0.02
-0.01 -0.01 -0.01
0.02 0.01 0.01
0.02 0.01 0.01
0.02 0.00 0.05
-0.03 -0.02 -0.02
-0.29 0.02 0.17
0.13 0.08 0.00
0.01 -0.02 -0.08
0.06 0.14 -0.02
0.10 -0.35 0.23
0.11 0.01 0.03
0.04 -0.01 -0.12
-0.03 0.00 0.03
-0.04 -0.02 -0.01
-0.04 -0.04 0.02
0.00 0.01 -0.02
-0.02 -0.04 0.02
-0.02 -0.03 0.00
0.01 0.03 -0.11
-0.01 0.13 -0.02
-0.19 0.25 0.09
0.20 -0.26 0.04
-0.11 0.04 0.08
-0.05 -0.02 -0.07
0.07 0.04 0.07
-0.07 0.00 0.08
0.01 0.05 -0.13
0.07 -0.04 -0.08
-0.06 0.02 -0.05
-0.05 0.00 -0.02
0.05 -0.01 -0.01
-0.02 0.04 0.01
-0.09 0.08 0.00
0.15 -0.11 0.02
0.03 -0.02 -0.04
-0.05 -0.01 -0.02
-0.03 -0.01 0.02
0.03 0.00 0.02
0.04 0.02 0.02
-0.01 0.00 0.00
0.00 -0.04 -0.01
-0.02 -0.03 -0.01
-0.01 0.00 0.00
0.04 0.02 0.01
0.03 0.01 0.00

=====

> The lowest net charge belongs to which entry?

C27H33Cl3FeN7O9P2Se

=====

> The lowest maximum force belongs to which entry?

C27H33Cl3FeN7O9P2Se

=====

> Which of these has the highest maximum force?

C27H33BrFeN7SSbSe